DFT (the ωB97M-V functional and the def2-TZVPD basis) results for 7 unconnected molecules or ions with the total composition H14O7.

Structure (XYZ):
```
21
Properties=species:S:1:pos:R:3:forces:R:3
O 1.04829 0.38233 -0.33924 0.929 0.988 0.706
O 1.93929 -0.09967 -3.08924 1.413 0.157 -2.989
O -1.28171 -1.19267 -0.08324 0.736 1.632 1.658
O -1.07871 0.14333 -2.79424 0.192 -0.194 -0.113
O 2.46529 -0.76067 1.91176 1.208 -0.363 -0.099
O -1.01971 1.96733 1.40076 -0.066 0.029 -2.382
O 0.10429 -0.36167 3.13576 0.186 1.862 -0.815
H 1.60129 -0.60767 2.26376 -0.852 0.069 0.842
H 2.32829 -0.55467 0.99376 0.196 0.107 -0.803
H -1.55471 0.93333 -2.55324 -0.014 0.570 0.125
H -1.39771 2.01033 2.25976 -0.778 0.307 0.977
H 1.15129 -0.17967 -3.61424 -0.388 0.114 -0.837
H 0.18129 0.04733 -0.46624 -1.543 -0.552 -0.454
H -0.52971 -0.09067 2.46176 0.088 0.186 -0.297
H -1.77671 -0.45567 -3.05224 -0.175 -0.378 -0.210
H -0.30571 -1.09467 3.51976 -0.787 -1.962 1.141
H -0.49571 -1.68867 -0.29324 -0.384 -0.948 -0.528
H -2.11471 -1.43767 -0.43724 -0.409 -1.023 -0.855
H 0.86329 1.06133 0.33576 0.426 -0.130 -0.276
H 1.57129 -0.21867 -2.27024 -0.887 -0.124 3.725
H -1.69871 2.19733 0.70976 0.911 -0.347 1.483
```
Forces are in eV/Å.

orbital gap = 9.689 eV
DFT total energy = -535.045994 hartree
relative energy (zero: lowest compared OMol25 entry of this formula, charge and spin) = 48.85 kcal per mole
lowest unoccupied orbital energy = -0.357 eV
SMILES = O.O.O.O.O.O.O

Now the Löwdin charges, all in e: number 1, O, carries -0.0395; number 2, O, carries -0.0188; number 3, O, carries -0.0276; number 4, O, carries -0.0246; number 5, O, carries -0.0627; number 6, O, carries -0.0433; number 7, O, carries -0.0101; number 8, H, carries -0.0560; number 9, H, carries -0.0142; number 10, H, carries 0.0436; number 11, H, carries 0.0246; number 12, H, carries 0.0058; number 13, H, carries -0.0350; number 14, H, carries 0.0259; number 15, H, carries 0.0423; number 16, H, carries 0.0322; number 17, H, carries 0.0555; number 18, H, carries 0.0333; number 19, H, carries 0.0550; number 20, H, carries -0.0704; number 21, H, carries 0.0839

=====

DFT (the ωB97M-V functional and the def2-TZVPD basis) results for a molecular structure, C19H43Cl2MnNP2.

Structure (XYZ):
```
68
Properties=species:S:1:pos:R:3:forces:R:3
Mn -0.09101 0.31175 0.15205 -0.051 -0.997 0.185
Cl -0.14409 0.93860 -2.01422 -0.268 -0.214 0.017
Cl 0.00502 -0.91370 2.05933 0.435 0.037 -0.232
P 2.50834 0.51421 -0.04312 0.790 -0.452 -0.380
P -2.44248 -0.37911 -0.17246 -2.138 0.993 -0.558
N -0.08836 2.88560 2.10634 0.102 -1.846 -1.639
C -2.94547 -1.28661 -1.75894 0.647 0.240 0.148
C -4.31861 -1.98620 -1.81180 -0.071 0.095 0.136
C -3.41160 -1.29377 1.13449 0.567 0.245 -0.076
C 2.68261 -2.19638 -0.66320 -0.205 -0.150 -0.229
C 3.10389 2.01851 -0.98158 -0.620 -0.076 -0.012
C -4.88712 1.07447 -0.86686 -0.088 0.083 -0.060
C 3.08921 -0.80964 -1.18440 -0.237 0.116 0.062
C -1.86958 -2.30867 -2.10891 0.251 -0.354 -0.308
C 3.20128 1.43170 2.40295 -0.161 0.383 0.719
C 3.66761 0.39294 1.39950 -0.304 -0.166 -0.264
C -2.86623 -2.71010 1.25249 0.078 -0.205 0.232
C 4.57757 -0.72871 -1.51891 0.067 -0.169 -0.117
C -0.10009 1.99298 1.33707 -0.495 2.204 1.570
C -3.22787 2.15473 0.80093 0.348 0.776 0.539
C 3.73243 -1.01536 2.03159 0.203 0.074 0.083
C 4.52297 2.54989 -0.71052 0.056 -0.081 0.049
C 2.02749 3.09823 -0.82159 -0.102 0.585 -0.221
C -3.43283 1.23496 -0.41521 1.147 -0.020 -0.055
C -3.36844 -0.58607 2.49379 -0.090 0.011 0.236
H -3.83523 -1.24714 3.23470 0.030 0.122 -0.074
H 4.63495 2.94822 0.30471 -0.079 -0.065 -0.171
H 4.65121 0.67118 0.97317 -0.376 -0.179 0.367
H -2.32855 -0.40467 2.81922 -0.571 -0.007 -0.157
H -4.20389 2.62755 1.06452 0.758 -0.279 0.017
H 4.84320 -1.61168 -2.11356 0.084 0.193 0.037
H 1.02063 2.75065 -1.12088 0.840 0.263 0.229
H 1.90577 -2.12231 0.11375 0.268 -0.213 -0.192
H -2.85967 1.70858 -1.23242 -0.340 -0.310 0.039
H -1.80739 -2.67206 1.51309 -0.051 -0.116 0.003
H -0.90959 -1.84182 -2.35767 -0.230 -0.057 0.008
H 4.24848 -1.72426 1.36904 -0.277 0.202 0.235
H -4.92007 0.60976 -1.86092 -0.161 0.146 0.324
H 1.93971 3.45300 0.22129 0.197 -0.027 -0.515
H -2.79477 1.64367 1.69380 -0.494 0.614 -0.806
H -4.44996 -1.31835 0.75544 0.437 0.087 0.051
H -3.38816 -3.22040 2.06324 -0.018 -0.087 -0.002
H 3.91690 1.46368 3.24569 -0.382 0.064 -0.234
H -4.49018 -2.29737 -2.85382 0.067 0.068 0.294
H -3.92108 0.36242 2.47991 0.140 -0.459 0.121
H -2.98170 -3.30514 0.34842 -0.050 0.045 0.034
H -5.36210 2.07076 -0.96288 0.314 -0.417 0.128
H 2.29231 3.92729 -1.49483 -0.126 0.057 0.344
H -5.16215 -1.35613 -1.51820 0.225 -0.178 -0.031
H 5.29875 1.79084 -0.86728 -0.214 0.132 0.144
H 4.33847 -0.97266 2.95634 -0.353 0.086 -0.291
H 4.82767 0.16794 -2.09514 -0.050 -0.250 0.048
H -1.70087 -2.99336 -1.26654 0.001 0.078 -0.270
H 5.19838 -0.73506 -0.61353 -0.111 -0.074 -0.191
H -2.92803 -0.46395 -2.49334 0.013 -0.310 0.093
H -0.69588 -1.05857 -0.41996 0.365 -0.039 0.142
H 2.26907 -2.78143 -1.49274 0.106 -0.060 0.187
H 2.19399 1.16402 2.78371 0.591 0.167 -0.085
H 3.08327 1.64904 -2.02194 -0.109 0.211 0.235
H 3.55411 -2.73157 -0.26304 -0.378 0.079 -0.068
H -4.33963 -2.89090 -1.19186 0.045 0.195 -0.149
H -2.47899 2.95613 0.56189 -0.880 -0.648 0.232
H -5.49712 0.48401 -0.15978 0.241 0.233 -0.275
H 2.72444 -1.40352 2.28116 0.605 0.239 -0.126
H 2.50707 -0.58254 -2.08823 0.112 -0.140 0.037
H -2.19472 -2.91464 -2.96728 0.132 0.149 0.164
H 4.76139 3.36344 -1.41167 -0.268 -0.127 0.166
H 3.11534 2.45307 1.98563 0.086 -0.501 0.136
```
Forces are in eV/Å.

orbital gap (alpha / beta) = 6.636 / 8.199 eV
DFT total energy = -3558.590030 hartree
lowest unoccupied orbital energy (alpha / beta) = -1.804 / -0.103 eV
multiplicity = 4

Now the Löwdin charges, all in e: number 1, Mn, carries -0.0866; number 2, Cl, carries 0.1692; number 3, Cl, carries 0.1784; number 4, P, carries 1.0169; number 5, P, carries 0.9988; number 6, N, carries 0.0087; number 7, C, carries -0.5083; number 8, C, carries -0.1067; number 9, C, carries -0.5072; number 10, C, carries -0.1264; number 11, C, carries -0.5197; number 12, C, carries -0.1136; number 13, C, carries -0.5514; number 14, C, carries -0.1555; number 15, C, carries -0.1343; number 16, C, carries -0.5314; number 17, C, carries -0.1294; number 18, C, carries -0.1084; number 19, C, carries -0.4255; number 20, C, carries -0.1414; number 21, C, carries -0.1087; number 22, C, carries -0.1073; number 23, C, carries -0.1765; number 24, C, carries -0.5069; number 25, C, carries -0.1265; number 26, H, carries 0.0838; number 27, H, carries 0.0761; number 28, H, carries 0.0921; number 29, H, carries 0.0230; number 30, H, carries 0.0889; number 31, H, carries 0.0857; number 32, H, carries -0.0338; number 33, H, carries 0.0318; number 34, H, carries 0.0776; number 35, H, carries 0.0247; number 36, H, carries 0.0392; number 37, H, carries 0.0539; number 38, H, carries 0.0615; number 39, H, carries 0.0595; number 40, H, carries 0.0333; number 41, H, carries 0.1039; number 42, H, carries 0.0853; number 43, H, carries 0.0873; number 44, H, carries 0.0901; number 45, H, carries 0.0642; number 46, H, carries 0.0502; number 47, H, carries 0.0900; number 48, H, carries 0.0813; number 49, H, carries 0.0506; number 50, H, carries 0.0560; number 51, H, carries 0.0858; number 52, H, carries 0.0646; number 53, H, carries 0.0663; number 54, H, carries 0.0741; number 55, H, carries 0.0994; number 56, H, carries -0.0424; number 57, H, carries 0.0790; number 58, H, carries 0.0575; number 59, H, carries 0.1003; number 60, H, carries 0.0710; number 61, H, carries 0.0739; number 62, H, carries 0.0739; number 63, H, carries 0.0798; number 64, H, carries 0.0389; number 65, H, carries 0.0841; number 66, H, carries 0.0859; number 67, H, carries 0.0856; number 68, H, carries 0.0658

=====

DFT (the ωB97M-V functional and the def2-TZVPD basis) results for a gas-phase ion, C10H20NO (charge +1).

Structure (XYZ):
```
32
Properties=species:S:1:pos:R:3:forces:R:3
O -0.49598 1.51444 0.60692 -1.521 -4.598 1.340
N 1.41560 -0.10052 -0.09726 -2.630 -0.737 2.080
C 2.71818 1.69210 -1.21802 0.314 0.724 1.814
C -2.64596 -1.06093 0.22958 -0.318 -1.430 0.798
C 0.61741 2.08601 0.00455 3.360 1.832 0.991
C -2.10099 0.16345 2.44130 1.645 -0.779 -1.497
C 1.35881 1.08631 -0.88382 -1.463 -0.976 -1.804
C 1.75760 -1.39478 -0.70616 1.060 0.620 0.532
C 0.52064 0.87114 -2.19086 2.408 0.491 -1.526
C -0.72828 -1.81677 1.66641 0.943 -2.606 1.863
C -1.53531 -0.64622 1.24244 -0.667 1.432 0.294
C -0.52645 0.20261 0.61094 3.678 2.748 -2.126
H -3.42774 -0.29175 0.06041 0.375 -0.593 0.598
H 3.29546 1.13386 -2.02940 -0.610 0.839 1.511
H 1.35675 -2.22341 -0.16213 -0.370 -0.243 0.371
H 0.30058 -1.68082 2.12791 -1.412 0.513 -0.270
H -1.29372 -2.54888 2.34432 0.579 1.237 -0.929
H -2.25680 -1.29653 -0.75302 0.321 -0.192 -0.184
H -3.00911 -2.07375 0.68430 0.040 2.000 -0.962
H -1.17973 0.50582 2.88253 -0.208 0.204 1.299
H -0.47288 0.50267 -1.98333 -0.498 0.443 -0.081
H 0.21138 2.96775 -0.41899 -0.142 0.691 -1.309
H 3.20669 1.90397 -0.14922 -0.221 -0.774 -2.685
H 2.85083 -1.53527 -0.64475 -0.115 0.469 0.616
H 1.37594 2.55201 0.77984 -1.638 -1.420 -0.821
H -0.51795 -2.32990 0.76348 0.229 -1.025 -0.803
H 1.63687 -1.53825 -1.74879 -1.063 0.245 -1.139
H -2.73288 -0.46745 3.02066 -0.316 -0.257 0.682
H -2.58774 0.98796 2.01641 -1.077 1.267 -0.119
H 0.95863 0.18739 -3.00651 -0.313 0.577 1.682
H 2.36986 2.68644 -1.55593 0.946 -0.265 -0.351
H 0.67393 1.84958 -2.69848 -1.316 -0.436 0.135
```
Forces are in eV/Å.

orbital gap (alpha / beta) = 8.506 / 8.502 eV
DFT total energy = -522.589154 hartree
relative energy (zero: lowest compared OMol25 entry of this formula, charge and spin) = 116.72 kcal per mole
lowest unoccupied orbital energy (alpha / beta) = -4.749 / -4.751 eV
net charge = +1

Now the Löwdin charges, all in e: number 1, O, carries 0.0831; number 2, N, carries 0.0918; number 3, C, carries -0.0107; number 4, C, carries 0.0147; number 5, C, carries -0.1174; number 6, C, carries 0.0214; number 7, C, carries -0.6325; number 8, C, carries -0.0639; number 9, C, carries -0.0158; number 10, C, carries -0.0631; number 11, C, carries -0.5740; number 12, C, carries 0.1222; number 13, H, carries 0.1071; number 14, H, carries 0.1252; number 15, H, carries 0.0678; number 16, H, carries 0.1291; number 17, H, carries 0.1396; number 18, H, carries 0.0773; number 19, H, carries 0.1416; number 20, H, carries 0.0979; number 21, H, carries 0.0740; number 22, H, carries 0.1377; number 23, H, carries 0.1397; number 24, H, carries 0.1136; number 25, H, carries 0.1878; number 26, H, carries 0.0575; number 27, H, carries 0.0675; number 28, H, carries 0.1020; number 29, H, carries 0.0754; number 30, H, carries 0.1132; number 31, H, carries 0.0912; number 32, H, carries 0.0991